Entry 1:
21
Properties=species:S:1:pos:R:3:forces:R:3 method="wB97M-V/def2-TZVPD" charge=+1 relative_energy_kcal_mol=145.9 max_force_ev_per_a=3.56 homo_energy_ev="-11.62 / -11.79" homo_lumo_gap_ev="5.91 / 7.71"
N 2.1899 -0.5549 -1.3591 1.96 0.02 -2.12
N 0.0176 -0.3442 -0.5508 -1.11 -0.61 -0.42
N -3.2954 0.3589 0.4114 -1.23 -0.95 0.21
N 1.3204 0.1320 -0.6113 -2.69 -0.04 2.33
N -0.5200 -1.5584 -0.7056 1.61 -0.84 -0.03
C -0.1489 1.7545 0.0345 -1.49 1.51 0.77
C -2.0982 -0.0832 0.0356 0.63 -0.65 0.45
C 1.0961 1.5004 -0.4429 0.73 2.20 1.24
C -1.7537 -1.4141 -0.3083 -0.73 -0.41 -0.57
C 1.9560 -0.5722 1.3969 2.16 -1.69 -1.82
C -0.8906 0.5575 -0.0766 1.38 1.33 -0.05
H 2.8651 0.0848 -1.8654 -1.40 -1.37 0.47
H 2.7798 -0.0624 1.8357 -0.10 1.15 0.53
H -3.4042 1.2822 0.7249 -0.15 1.13 0.37
H 1.7076 -1.3268 -1.8435 0.62 0.69 -0.11
H -2.4456 -2.2276 -0.3538 -0.08 -0.44 -0.07
H -4.0117 -0.2954 0.7295 0.49 0.35 -0.34
H 2.3640 -1.4909 0.9604 -0.43 0.25 -0.12
H -0.5747 2.6893 0.5564 1.21 -1.44 -1.36
H 1.8648 2.2427 -0.2753 0.56 -0.58 -0.54
H 0.9819 -0.6721 1.7075 -1.93 0.40 1.17

=====

Entry 2:
35
Properties=species:S:1:pos:R:3:forces:R:3 method="wB97M-V/def2-TZVPD" relative_energy_kcal_mol=0.0 smiles=ClC(Cl)Cl.ClCCl.ClCCl.ClCCl.ClCCl.ClCCl.ClCCl max_force_ev_per_a=0.48 homo_energy_ev=-10.97 homo_lumo_gap_ev=11.17
Cl -5.1968 0.1094 -1.8451 0.03 -0.01 0.01
Cl -0.4165 5.8036 2.3270 -0.01 0.34 0.05
Cl -0.5716 2.3936 -2.4130 0.04 0.14 0.02
Cl 1.4562 -0.6523 -1.2684 0.03 -0.08 0.08
Cl -0.4647 -3.9950 -0.3372 -0.04 0.02 -0.02
Cl -0.3440 -0.7079 5.7003 -0.06 -0.13 -0.03
Cl 3.2260 -3.6142 -2.7114 0.00 -0.01 -0.02
Cl 4.8545 -2.2714 -4.7572 -0.03 -0.01 0.03
Cl 1.3974 -4.3286 1.9066 0.00 0.02 0.09
Cl -2.7651 0.3213 -0.2085 -0.14 0.04 0.01
Cl -1.4137 3.0715 2.2453 -0.17 -0.26 -0.01
Cl -0.8096 1.1736 -5.0652 0.05 -0.01 -0.08
Cl 0.2895 -0.6204 1.4174 0.16 -0.18 0.04
Cl 1.2346 1.7480 5.9162 -0.04 0.01 -0.09
Cl 1.8419 1.6485 0.4617 0.11 -0.06 0.03
C 0.0172 0.8543 4.9736 0.22 0.20 0.24
C 0.7555 0.3323 0.0214 -0.22 0.18 -0.17
C -1.5413 1.3608 -3.4730 -0.04 -0.12 0.01
C 3.6654 -2.0746 -3.4660 0.03 0.11 -0.03
C 1.2281 -4.0006 0.1840 -0.02 -0.03 -0.12
C 0.0044 4.1161 2.1592 0.35 -0.31 -0.06
C -4.2689 -0.5730 -0.5062 0.11 -0.04 0.01
H 1.7419 -4.7762 -0.3693 0.00 -0.03 0.04
H 2.7702 -1.6340 -3.8888 -0.01 -0.04 -0.04
H 4.0887 -1.4311 -2.7043 0.03 -0.03 0.01
H -1.6107 0.3838 -3.0104 -0.04 0.00 0.00
H 0.4262 0.6976 3.9847 -0.09 -0.01 -0.07
H 1.6441 -3.0267 -0.0372 0.02 0.00 0.07
H 0.6904 3.8230 2.9472 -0.08 0.10 0.11
H -2.5172 1.8127 -3.5941 -0.02 0.02 0.04
H -4.8661 -0.5269 0.3953 -0.03 0.04 0.00
H 0.4770 3.9497 1.1995 -0.09 0.13 -0.07
H -0.1373 0.7730 -0.4001 0.00 0.07 0.07
H -0.8832 1.4538 4.9656 -0.05 -0.03 -0.11
H -4.0024 -1.5937 -0.7497 -0.02 -0.01 -0.03

=====

Entry 3:
120
Properties=species:S:1:pos:R:3:forces:R:3 method="wB97M-V/def2-TZVPD" relative_energy_kcal_mol=389.3 max_force_ev_per_a=11.66 homo_energy_ev=-10.63 homo_lumo_gap_ev=10.20
O 2.6339 0.8640 -2.0810 -0.18 -2.22 1.26
O 4.1768 -2.7469 -4.2057 10.47 -0.70 -0.20
O 1.7204 5.1517 -0.6015 -4.17 -1.24 0.86
O -2.2983 -3.0262 -5.0672 -4.63 -0.47 2.68
O -2.5200 0.2792 -4.5710 0.20 -3.45 -0.50
O -5.7151 1.5884 1.3069 -0.09 0.40 -1.27
O -0.8497 1.9146 -4.3360 -3.26 -0.38 -6.40
O -1.5105 -6.6518 -0.0698 2.34 -1.95 0.69
O -1.0976 3.4296 -0.8345 2.31 1.07 1.06
O -0.3152 1.1667 0.4126 -1.24 -2.80 -0.44
O -3.2730 1.0272 -2.2347 1.40 -0.64 1.07
O -5.4010 2.2566 -1.8783 0.75 0.22 -0.07
O -1.2153 1.2074 3.6677 3.03 1.26 -5.98
O 1.3127 -0.7373 -3.8533 -3.53 0.13 -4.52
O -0.5135 -2.7404 0.9279 -2.87 0.50 1.48
O -2.8458 2.1062 0.7270 -1.98 -4.99 2.48
O 1.8965 0.0759 6.1392 -0.45 0.16 0.01
O -1.6162 5.1155 3.1244 0.85 -0.17 0.65
O 5.1339 0.5582 -3.1659 1.18 0.59 0.71
O -3.6510 -3.7642 0.2473 -0.71 -0.69 2.56
O -5.6060 -1.0405 2.6442 4.98 -6.46 1.18
O -2.3915 -1.1401 2.0003 -1.57 1.75 -0.93
O 0.1551 -5.6613 3.0809 2.58 1.47 -0.40
O 3.1618 0.0937 3.9392 0.97 1.84 1.76
O -1.8601 -1.8932 -1.2922 -0.23 2.17 1.59
O 1.2938 -3.7817 -4.0941 3.21 3.99 0.95
O 4.3951 -1.7116 -0.1123 -1.53 1.40 -1.05
O 2.2893 -2.8442 5.1317 1.77 -1.46 3.29
O 1.8993 0.8336 -5.7412 1.39 1.62 1.89
O -4.3548 -1.3775 -1.3661 -1.49 2.25 2.15
O 2.0851 -2.4189 -1.7657 -0.74 3.52 -1.63
O 1.5223 2.8128 0.7362 0.49 0.62 0.34
O 3.8121 1.2712 0.4299 -3.83 9.14 6.15
O -3.2612 0.1049 5.1826 2.10 7.01 3.25
O 1.3308 3.0483 -2.4517 5.28 -0.92 -1.62
O 0.9103 -0.8605 3.1490 -0.41 -1.75 0.86
O 2.1584 -4.4727 1.0353 -0.84 5.93 2.37
O 5.8472 3.7656 0.0863 -1.50 -0.74 2.94
O 0.3116 2.4920 5.6454 1.35 0.54 -1.73
O 2.7080 4.6817 1.8108 -0.31 4.01 0.94
H 1.9204 -2.3149 4.4824 -1.12 2.09 -1.85
H -5.2790 2.2174 -2.8365 -0.26 0.11 0.38
H 2.6989 -2.9273 -1.3186 0.49 -2.62 1.44
H -2.8789 2.9358 0.4277 0.43 4.75 -1.88
H 0.7319 3.2579 -1.7999 -1.81 1.01 2.46
H -2.9533 1.0270 -4.2569 -0.39 2.31 0.36
H 5.2202 3.2837 0.7572 1.76 1.27 -2.03
H -6.3197 2.1824 -1.6938 -1.39 0.10 -0.24
H 2.8727 5.2842 0.9854 0.01 -1.08 3.10
H 3.5179 -1.5911 -0.5936 1.66 -0.59 1.14
H 1.7801 -0.4457 3.0706 -0.26 0.54 -0.45
H -0.3585 -5.8209 3.8594 -0.38 -0.04 0.77
H -0.0279 -2.3878 1.6585 1.80 -0.35 -0.18
H 1.7153 -2.8511 -4.4359 -2.41 -3.27 1.27
H -0.4792 4.1979 -0.6800 -0.76 -0.92 0.02
H -3.7681 0.5892 -2.9274 0.06 -0.55 0.18
H -1.9429 -2.4164 -2.0554 -0.27 -1.04 -1.69
H 2.4201 5.5777 -0.9474 3.69 2.31 -2.16
H -4.2164 -4.2868 0.8769 1.09 0.93 -0.07
H -1.9674 -1.4658 2.7638 0.92 -0.81 1.05
H -3.0805 -0.6474 4.8207 0.69 -7.12 -3.32
H -0.2448 2.2523 -3.8301 5.64 2.63 6.17
H -4.3752 -0.7802 -0.5371 0.22 -1.65 -1.04
H 2.7017 -0.0185 -1.6119 0.05 1.12 -1.07
H 1.1209 2.1734 0.1602 0.05 -0.57 0.27
H 1.7443 1.0433 6.1170 -0.76 -0.57 0.24
H 1.4824 -0.4198 -3.0082 -0.06 1.31 2.32
H 4.3585 -2.7177 -3.3117 -0.34 0.15 2.60
H -5.8537 1.7729 0.3516 0.04 -0.26 0.91
H -1.9606 1.7757 0.7898 1.01 0.37 -0.41
H -1.7392 3.7783 -1.4158 -1.27 0.43 -1.32
H 2.1492 1.7916 -5.7057 -0.40 -1.04 -0.55
H -0.7152 0.2389 0.4159 0.98 1.45 -0.20
H -1.8894 -1.3694 1.2202 0.37 -1.15 -0.21
H -5.8878 -0.4579 2.0398 -1.60 3.85 -3.57
H 4.0867 0.6000 -0.0089 3.28 -7.78 -2.92
H 4.5671 -2.6382 -0.0036 -0.11 -0.70 0.12
H -1.6665 -2.4122 -4.9103 2.53 4.16 2.15
H 2.7202 1.4248 -1.3047 0.09 0.29 0.33
H 1.5671 -4.7856 1.6859 -1.14 -0.66 0.76
H 0.9830 3.0907 5.2525 -0.25 0.18 1.11
H 0.9542 -5.1042 3.3838 -2.05 -1.36 -0.08
H -1.5435 1.2594 2.6667 0.91 -0.11 3.50
H 2.6129 -2.2837 5.8917 -0.77 -0.65 -1.55
H -0.1647 -3.0478 0.1259 1.65 -0.17 -0.94
H 1.1550 -2.6294 -1.8605 0.30 -0.93 0.28
H 2.4279 -5.1426 0.5531 1.96 -5.32 -3.53
H 3.1618 0.5329 4.8731 -0.94 -1.26 -2.12
H 5.5420 3.4583 -0.7504 -0.32 -0.55 -0.97
H -0.3022 1.4026 -0.5368 -0.48 -0.08 0.34
H -4.8385 -1.6314 2.0728 -3.18 2.66 2.54
H -4.0232 -4.1528 -0.5106 -0.40 -0.34 -2.39
H -1.4920 -5.7034 -0.1334 0.28 0.68 0.24
H 4.0074 -0.3331 4.0206 0.71 -0.70 -0.63
H 3.5676 1.3536 1.4270 1.19 -1.60 -3.09
H -0.5793 -6.9814 0.2387 -2.72 1.35 -0.83
H -2.6200 0.2188 -5.5089 -0.22 0.10 -0.82
H 0.7228 -4.1083 -4.7336 -1.52 -0.71 -2.10
H 1.2131 -0.3076 5.5374 0.64 0.64 0.53
H 0.5085 -0.1733 -4.3335 3.02 -1.83 2.29
H 1.7169 2.3503 1.5689 -0.36 0.33 -0.60
H -4.1366 0.3099 5.3267 -2.93 0.02 0.04
H 4.5765 -0.0621 -3.5940 -0.84 -1.11 -0.62
H 5.1181 1.3134 -3.7461 0.08 0.42 -0.25
H -4.9102 -0.7555 -1.8625 0.14 -0.47 -0.64
H 2.0145 4.5989 0.1128 -0.42 -1.30 0.37
H 3.3918 -2.6890 -4.4766 -9.62 0.69 -2.39
H -4.8203 1.9491 1.4053 0.21 -0.36 0.27
H 2.1905 0.5798 -4.7984 -0.76 -0.11 -1.95
H -1.9515 1.0011 4.1372 -3.92 -0.93 2.51
H -2.3925 5.6465 2.9698 -0.26 -0.11 -0.56
H -2.6352 0.3261 -1.9143 -0.88 1.15 -0.91
H 2.3044 3.0223 -2.0205 -3.90 0.46 -1.53
H 0.1674 -0.6180 2.6032 0.37 1.07 -0.23
H 0.0319 2.1756 4.7581 -1.04 -0.62 0.62
H -1.8151 -3.3784 -5.7138 2.11 -3.61 -4.77
H -0.4971 2.4558 -5.1123 -1.29 -1.38 0.47
H 2.2696 5.3390 2.5104 1.46 -2.02 -2.41
H -2.7705 -1.4676 -1.1974 1.36 -1.31 -0.44
H -1.3758 4.5605 2.3759 -0.53 0.24 -0.12

=====

Entry 4:
21
Properties=species:S:1:pos:R:3:forces:R:3 method="wB97M-V/def2-TZVPD" relative_energy_kcal_mol=185.8 max_force_ev_per_a=5.50 homo_energy_ev="-6.96 / -6.96" homo_lumo_gap_ev="7.89 / 7.89"
O 0.5701 1.6965 -1.0661 -0.03 -0.43 0.32
N -0.2916 -1.2612 0.6864 -0.42 -0.39 -0.35
N 0.2469 0.3427 -0.8878 -4.88 0.31 -2.52
C 0.0311 0.0331 0.4252 4.82 0.23 1.73
C -1.7141 0.3931 -1.3445 1.76 0.19 -0.60
C 2.7748 -1.1533 0.3301 0.01 0.05 0.37
C -0.3484 1.0655 1.4454 0.09 -0.07 -0.20
C 2.1676 0.0138 0.3355 -1.48 -0.07 1.27
C -2.6744 -0.5061 -1.2384 0.15 -0.30 0.31
H 1.0780 1.6822 -1.8874 -0.05 -0.07 0.09
H -0.2413 -1.9140 -0.0807 -0.05 0.09 0.04
H -0.9774 -1.4588 1.3942 0.06 0.11 -0.04
H 2.2151 -2.0842 0.2796 -0.10 -0.04 0.11
H 2.6798 0.9693 0.3879 0.02 0.05 0.05
H -2.6232 -1.3731 -0.5845 0.18 0.01 -0.21
H 0.3879 1.8659 1.4448 -0.10 -0.01 0.00
H 3.8438 -1.2625 0.5108 0.01 0.04 -0.43
H -0.3952 0.6237 2.4395 0.02 -0.02 -0.04
H -1.3192 1.4859 1.1828 -0.15 0.03 -0.02
H -3.6000 -0.4410 -1.8102 0.03 0.34 0.14
H -1.8104 1.2824 -1.9628 0.11 -0.06 -0.03